Entry 1:
Entry from the OMol25 dataset: a structure of composition C60H52N3O4P2Re (the ωB97M-V functional and the def2-TZVPD basis).

Calculated values
- Max |F|: 0.96 eV/A
- LUMO energy (spin up / spin down): -0.313 / -0.345 Eh
- Expectation value of S²: 3.785
- E_HOMO (spin up / spin down): -15.48 / -15.48 eV
- E: -3542.9680 Ha
- Spin multiplicity: 4
- Total charge: +3
- Energy above the lowest of the compared OMol25 structures with the same formula, charge and spin: 0.0 kJ/mol

Last column: Löwdin spin population.
CARTESIAN COORDINATES (ANGSTROEM)
Re -0.35 0.01 0.22  2.702
C 1.76 -1.48 4.16  0.001
O 0.29 -1.52 4.18  0.009
C -0.11 -1.22 2.98  0.014
N 0.76 -0.97 2.07  0.027
C 2.10 -1.25 2.66  0.005
C 2.73 -2.51 2.11  0.000
C 1.96 -3.61 1.75  0.000
C 2.56 -4.82 1.44  0.000
C 3.94 -4.95 1.53  0.000
C 4.71 -3.86 1.90  0.000
C 4.11 -2.64 2.18  0.000
C -1.54 -1.37 2.69  0.009
C -2.42 -1.86 3.63  0.000
C -3.70 -2.19 3.22  0.008
C -4.01 -2.11 1.87  -0.001
C -3.06 -1.62 0.99  0.008
N -1.87 -1.17 1.41  0.008
C -3.29 -1.72 -0.47  0.003
N -2.38 -1.61 -1.34  0.035
C -3.04 -1.81 -2.65  0.004
C -4.45 -2.31 -2.27  0.002
O -4.53 -2.02 -0.84  0.001
C -2.25 -2.73 -3.56  0.000
C -2.89 -3.63 -4.40  0.000
C -2.15 -4.44 -5.25  0.000
C -0.77 -4.37 -5.26  0.000
C -0.12 -3.45 -4.45  0.000
C -0.86 -2.63 -3.61  0.000
H 2.12 -2.44 4.52  0.000
H 2.08 -0.69 4.82  0.000
H 2.76 -0.40 2.53  0.000
H 0.87 -3.54 1.74  0.000
H 1.95 -5.67 1.17  0.000
H 4.41 -5.91 1.32  0.000
H 5.79 -3.96 1.98  0.000
H 4.73 -1.80 2.48  0.000
H -2.09 -1.99 4.66  0.000
H -4.43 -2.56 3.93  0.000
H -4.96 -2.45 1.48  0.000
H -3.11 -0.82 -3.13  0.001
H -4.56 -3.38 -2.40  0.000
H -5.26 -1.79 -2.77  0.000
H -3.97 -3.70 -4.42  0.000
H -2.66 -5.15 -5.89  0.000
H -0.19 -5.00 -5.93  0.000
H 0.96 -3.36 -4.49  0.000
H -0.37 -1.85 -3.02  0.000
O 0.78 3.21 -0.35  0.020
C 0.22 4.18 0.43  0.001
C 0.26 5.54 0.16  0.001
C -0.29 6.43 1.08  0.000
C -0.87 5.97 2.26  0.000
C -0.99 4.61 2.47  0.000
C -0.47 3.71 1.54  0.005
P -1.02 1.98 1.70  0.003
C -0.61 1.72 3.46  -0.005
C 0.73 1.94 3.79  -0.002
C 1.12 1.99 5.12  0.000
C 0.18 1.77 6.13  -0.003
C -1.14 1.54 5.80  0.000
C -1.55 1.52 4.47  -0.003
C -2.82 2.16 1.54  0.003
C -3.69 1.22 2.10  -0.001
C -5.06 1.36 1.96  0.000
C -5.58 2.43 1.24  -0.002
C -4.72 3.35 0.66  0.001
C -3.35 3.22 0.81  -0.001
C 2.04 3.29 -0.91  0.001
C 2.85 4.42 -0.93  0.001
C 4.03 4.38 -1.65  0.000
C 4.41 3.25 -2.36  0.001
C 3.62 2.11 -2.27  0.001
C 2.46 2.12 -1.50  0.008
P 1.46 0.59 -1.45  0.022
C 0.91 0.56 -3.21  0.003
C 1.47 -0.28 -4.16  0.000
C 1.15 -0.12 -5.51  0.001
C 0.27 0.88 -5.90  -0.001
C -0.27 1.74 -4.96  0.001
C 0.05 1.59 -3.62  -0.001
C 2.74 -0.70 -1.28  0.004
C 2.57 -1.97 -1.84  -0.001
C 3.60 -2.90 -1.79  0.001
C 4.81 -2.56 -1.20  -0.001
C 4.97 -1.32 -0.61  0.000
C 3.94 -0.40 -0.63  0.000
H 0.67 5.92 -0.76  0.000
H -0.26 7.49 0.87  0.000
H -1.26 6.66 2.99  0.000
H -1.51 4.24 3.34  0.000
H 1.46 2.14 3.01  0.000
H 2.15 2.21 5.37  0.000
H 0.48 1.82 7.17  0.000
H -1.88 1.40 6.58  0.000
H -2.60 1.42 4.24  0.000
H -3.31 0.38 2.67  0.000
H -5.73 0.64 2.43  0.000
H -6.65 2.54 1.14  0.000
H -5.12 4.18 0.09  0.000
H -2.70 3.96 0.35  0.000
H 2.60 5.31 -0.39  0.000
H 4.66 5.27 -1.68  0.000
H 5.31 3.24 -2.95  0.000
H 3.93 1.21 -2.78  0.000
H 2.19 -1.04 -3.89  0.000
H 1.60 -0.77 -6.25  0.000
H 0.02 0.99 -6.95  0.000
H -0.93 2.54 -5.26  0.000
H -0.33 2.30 -2.90  0.000
H 1.67 -2.23 -2.38  0.000
H 3.47 -3.87 -2.25  0.000
H 5.63 -3.27 -1.19  0.000
H 5.91 -1.05 -0.14  0.000
H 4.08 0.58 -0.18  0.000
O 0.06 -2.17 -0.30  0.031
H 0.95 -2.54 -0.18  0.002
H -0.34 -2.50 -1.13  0.003
C -1.72 1.07 -1.03  0.030
H -1.66 0.67 -2.04  0.018
H -1.54 2.15 -1.06  0.011
H -2.73 0.91 -0.65  0.013


Entry 2:
Entry from the OMol25 dataset: a cluster of 7 separate species, C60H54BBrI3N6O18P in total at a distorted geometry (the ωB97M-V functional and the def2-TZVPD basis).

Calculated values
- Max |F|: 1.67 eV/A
- LUMO energy: -0.041 Eh
- SMILES string: CCOB(O)c1cc(CCCOC)cc2c1C(=O)c1c(Br)c(P(O)I)c(C)c(/C(I)=C(/C)I)c1C2=O.O=[N+]([O-])c1ccccc1.O=[N+]([O-])c1ccccc1.O=[N+]([O-])c1ccccc1.O=[N+]([O-])c1ccccc1.O=[N+]([O-])c1ccccc1.O=[N+]([O-])c1ccccc1
- E_HOMO: -8.59 eV
- E: -7834.4807 Ha
- Spin multiplicity: 1
- Total charge: 0

Last column: Löwdin charge in e.
CARTESIAN COORDINATES (ANGSTROEM)
C 1.10 -3.00 3.98  -0.063
C 0.45 -4.07 3.07  -0.203
O -0.08 -3.41 1.90  0.062
B -0.91 -4.21 1.16  -0.537
O -0.62 -5.59 1.09  0.126
C -2.21 -3.71 0.42  0.018
C -3.12 -4.66 0.04  0.024
C -4.31 -4.36 -0.58  -0.205
C -5.30 -5.45 -0.92  -0.106
C -5.99 -5.87 0.41  -0.162
C -7.50 -5.66 0.37  -0.238
O -8.16 -6.09 1.55  -0.186
C -7.85 -5.27 2.67  -0.114
C -4.60 -3.05 -0.87  0.055
C -3.70 -2.09 -0.49  -0.084
C -2.52 -2.38 0.14  -0.038
C -1.66 -1.21 0.53  -0.262
O -0.46 -1.16 0.37  0.093
C -2.48 -0.07 1.10  -0.111
C -2.14 0.65 2.21  -0.578
Br -0.50 0.26 3.11  0.831
C -2.97 1.63 2.71  -0.425
P -2.36 2.47 4.24  0.511
O -3.07 3.96 4.32  -0.406
I -3.38 1.14 6.06  0.364
C -4.18 1.91 2.10  -0.219
C -5.14 2.93 2.64  -0.057
C -4.53 1.20 0.96  -0.267
C -5.82 1.45 0.28  -0.705
I -7.48 0.55 1.31  0.936
C -6.02 2.16 -0.83  -0.774
C -7.39 2.34 -1.40  -0.199
I -4.37 3.08 -1.75  0.974
C -3.68 0.23 0.48  -0.055
C -4.00 -0.63 -0.73  -0.245
O -4.47 -0.22 -1.77  0.084
H 1.21 -2.10 3.38  0.036
H 2.08 -3.37 4.28  0.069
H 0.48 -2.86 4.86  0.070
H -0.35 -4.59 3.61  0.120
H 1.24 -4.77 2.79  0.118
H -1.27 -6.03 1.66  0.070
H -2.94 -5.71 0.26  0.117
H -6.03 -4.99 -1.59  0.111
H -4.76 -6.29 -1.37  0.119
H -5.71 -6.88 0.71  0.100
H -5.61 -5.22 1.21  0.105
H -7.77 -4.61 0.19  0.125
H -7.90 -6.29 -0.43  0.128
H -6.89 -5.58 3.09  0.082
H -7.75 -4.21 2.39  0.089
H -8.60 -5.42 3.44  0.086
H -5.52 -2.72 -1.35  0.137
H -3.87 3.89 4.87  0.019
H -5.97 3.10 1.96  0.055
H -5.60 2.50 3.55  0.085
H -4.68 3.89 2.83  0.076
H -8.07 2.83 -0.70  0.064
H -7.33 2.90 -2.34  0.057
H -7.83 1.37 -1.64  0.054
O 5.85 -1.76 -3.96  0.086
N 5.48 -0.75 -3.39  -0.343
O 6.20 0.19 -3.12  0.050
C 4.07 -0.67 -2.99  -0.148
C 3.23 -1.74 -3.24  -0.003
C 1.91 -1.67 -2.85  -0.055
C 1.43 -0.54 -2.21  -0.062
C 2.28 0.54 -1.96  -0.051
C 3.61 0.47 -2.36  0.000
H 3.60 -2.63 -3.74  0.118
H 1.24 -2.50 -3.03  0.110
H 0.40 -0.49 -1.89  0.093
H 1.91 1.42 -1.47  0.112
H 4.27 1.30 -2.16  0.114
O 4.36 3.79 -4.84  0.076
N 4.99 4.79 -4.57  -0.354
O 4.65 5.92 -4.85  0.077
C 6.25 4.62 -3.84  -0.144
C 6.68 3.35 -3.53  -0.005
C 7.89 3.19 -2.86  -0.056
C 8.64 4.30 -2.50  -0.075
C 8.19 5.58 -2.81  -0.063
C 6.99 5.74 -3.48  -0.002
H 6.11 2.48 -3.80  0.095
H 8.24 2.19 -2.62  0.106
H 9.58 4.17 -1.98  0.093
H 8.77 6.44 -2.53  0.095
H 6.63 6.74 -3.73  0.119
O -2.69 -7.72 2.05  0.072
N -3.48 -8.59 1.74  -0.325
O -4.06 -8.64 0.67  0.082
C -3.76 -9.65 2.72  -0.143
C -3.14 -9.60 3.96  -0.001
C -3.43 -10.59 4.89  -0.062
C -4.32 -11.61 4.57  -0.066
C -4.92 -11.65 3.32  -0.060
C -4.64 -10.66 2.38  0.002
H -2.45 -8.81 4.20  0.119
H -2.96 -10.56 5.86  0.110
H -4.54 -12.38 5.30  0.109
H -5.61 -12.44 3.07  0.110
H -5.11 -10.69 1.41  0.121
O -10.32 1.90 -3.10  0.082
N -10.82 1.28 -2.18  -0.342
O -10.54 1.45 -1.00  0.052
C -11.81 0.25 -2.50  -0.145
C -12.12 0.01 -3.83  -0.002
C -13.05 -0.98 -4.13  -0.064
C -13.65 -1.71 -3.11  -0.071
C -13.33 -1.44 -1.78  -0.065
C -12.41 -0.46 -1.47  -0.002
H -11.66 0.57 -4.62  0.120
H -13.30 -1.18 -5.16  0.109
H -14.37 -2.48 -3.35  0.107
H -13.80 -2.01 -0.99  0.108
H -12.16 -0.26 -0.44  0.119
O 11.88 6.74 1.18  0.063
N 11.05 5.90 0.90  -0.320
O 10.43 5.87 -0.15  0.076
C 10.75 4.86 1.89  -0.140
C 11.40 4.89 3.11  0.000
C 11.11 3.92 4.06  -0.062
C 10.17 2.94 3.77  -0.065
C 9.53 2.92 2.54  -0.058
C 9.82 3.89 1.59  0.004
H 12.13 5.66 3.34  0.120
H 11.61 3.93 5.02  0.110
H 9.94 2.18 4.51  0.109
H 8.80 2.15 2.31  0.111
H 9.32 3.87 0.63  0.111
O 14.00 12.60 -3.63  0.073
N 13.17 11.76 -3.91  -0.357
O 12.56 11.71 -4.96  0.075
C 12.88 10.73 -2.91  -0.152
C 13.54 10.77 -1.69  -0.007
C 13.25 9.80 -0.74  -0.059
C 12.32 8.81 -1.01  -0.059
C 11.68 8.77 -2.24  -0.056
C 11.96 9.74 -3.20  -0.004
H 14.26 11.54 -1.47  0.117
H 13.75 9.83 0.22  0.108
H 12.09 8.05 -0.26  0.063
H 10.96 8.00 -2.45  0.094
H 11.46 9.71 -4.16  0.118


Entry 3:
Entry from the OMol25 dataset: a structure of composition C60H55BrGeN4NiP2 at a distorted geometry (the ωB97M-V functional and the def2-TZVPD basis).

Calculated values
- Max |F|: 2.40 eV/A
- LUMO energy (spin up / spin down): 0.018 / 0.018 Eh
- E_HOMO (spin up / spin down): -5.10 / -5.10 eV
- E: -9380.3237 Ha
- Spin multiplicity: 1
- Total charge: 0
- Energy above the lowest of the compared OMol25 structures with the same formula, charge and spin: 0.0 kJ/mol

Last column: Löwdin charge in e.
CARTESIAN COORDINATES (ANGSTROEM)
Ni -0.33 0.13 0.29  -0.280
C -2.63 2.03 -1.20  -0.311
N -3.42 1.01 -1.84  -0.185
C -3.10 -0.38 -1.63  -0.306
P -2.40 -0.80 0.05  1.017
C -3.62 -0.18 1.23  -0.377
C -4.84 0.42 0.89  -0.079
C -5.69 0.87 1.87  -0.082
C -5.35 0.75 3.22  -0.085
C -4.14 0.15 3.57  -0.090
C -3.29 -0.30 2.59  -0.144
C -2.77 -2.59 0.01  -0.355
C -3.56 -3.24 0.96  -0.084
C -3.67 -4.62 0.93  -0.089
C -3.01 -5.36 -0.03  -0.091
C -2.24 -4.72 -0.99  -0.081
C -2.10 -3.35 -0.95  -0.108
C -4.27 1.34 -2.89  -0.242
C -4.93 2.57 -2.90  -0.037
C -5.80 2.90 -3.92  -0.096
C -6.06 2.00 -4.95  -0.111
C -5.41 0.77 -4.94  -0.091
C -4.52 0.45 -3.93  -0.025
P -0.79 1.70 -1.20  1.012
C -0.07 3.35 -0.90  -0.342
C -0.74 4.41 -0.30  -0.098
C -0.09 5.62 -0.10  -0.092
C 1.23 5.77 -0.48  -0.093
C 1.91 4.71 -1.06  -0.082
C 1.26 3.51 -1.28  -0.111
C -0.44 1.62 -2.99  -0.291
C -0.91 2.65 -3.81  -0.079
C -0.52 2.73 -5.13  -0.077
C 0.40 1.82 -5.62  -0.062
C 0.87 0.80 -4.81  -0.063
C 0.44 0.66 -3.50  -0.274
H -2.94 2.13 -0.14  0.070
H -2.80 2.99 -1.70  0.070
H -2.35 -0.73 -2.37  0.089
H -4.01 -0.97 -1.76  0.103
H -5.13 0.50 -0.15  0.101
H -6.64 1.31 1.60  0.104
H -6.02 1.12 3.98  0.098
H -3.88 0.04 4.61  0.104
H -2.35 -0.77 2.85  0.103
H -4.09 -2.67 1.72  0.096
H -4.28 -5.12 1.67  0.101
H -3.10 -6.44 -0.04  0.099
H -1.73 -5.29 -1.76  0.101
H -1.47 -2.84 -1.67  0.079
H -4.79 3.28 -2.10  0.103
H -6.29 3.86 -3.91  0.100
H -6.74 2.25 -5.74  0.094
H -5.58 0.07 -5.74  0.101
H -4.02 -0.50 -3.97  0.099
H -1.76 4.30 0.02  0.093
H -0.63 6.45 0.34  0.099
H 1.74 6.72 -0.32  0.098
H 2.94 4.83 -1.36  0.103
H 1.80 2.69 -1.74  0.092
H -1.57 3.40 -3.41  0.104
H -0.90 3.52 -5.76  0.101
H 0.77 1.92 -6.63  0.104
H 1.62 0.12 -5.19  0.069
H 1.77 -0.06 -2.02  -0.010
C 0.66 -4.62 3.11  -0.040
C 1.16 -3.33 2.52  -0.265
C 2.49 -2.91 2.74  -0.021
C 2.92 -1.74 2.11  -0.112
C 2.02 -1.05 1.35  -0.688
Br 2.60 0.54 0.43  0.840
N 0.72 -1.39 1.15  -0.005
C 0.34 -2.55 1.74  -0.068
H 1.44 -5.11 3.68  0.076
H 0.34 -5.30 2.31  0.084
H -0.20 -4.45 3.76  0.084
H 3.16 -3.48 3.37  0.112
H 3.93 -1.39 2.22  0.102
H -0.68 -2.85 1.56  0.104
C 0.95 -0.45 -2.63  -0.243
Ge 1.70 -2.00 -3.67  1.065
C 2.05 -3.61 -2.56  -0.260
C 2.13 -4.84 -3.20  -0.118
C 2.47 -5.98 -2.51  -0.088
C 2.76 -5.91 -1.16  -0.088
C 2.68 -4.69 -0.50  -0.081
C 2.33 -3.55 -1.20  -0.091
C 0.30 -2.52 -4.99  -0.252
C -0.69 -3.35 -4.48  -0.126
C -1.80 -3.69 -5.23  -0.083
C -1.93 -3.20 -6.52  -0.090
C -0.94 -2.39 -7.05  -0.083
C 0.16 -2.05 -6.29  -0.111
C 3.49 -1.38 -4.28  -0.268
C 3.98 -1.48 -5.58  -0.113
C 5.23 -0.99 -5.90  -0.090
C 6.02 -0.41 -4.92  -0.093
C 5.56 -0.33 -3.62  -0.083
C 4.31 -0.81 -3.31  -0.109
H 0.17 -0.80 -1.93  0.024
H 1.90 -4.90 -4.26  0.101
H 2.52 -6.93 -3.03  0.101
H 3.03 -6.80 -0.61  0.099
H 2.89 -4.62 0.56  0.090
H 2.28 -2.61 -0.68  0.076
H -0.58 -3.75 -3.48  0.072
H -2.57 -4.33 -4.81  0.103
H -2.79 -3.46 -7.12  0.100
H -1.03 -2.02 -8.06  0.103
H 0.92 -1.41 -6.71  0.089
H 3.37 -1.94 -6.34  0.093
H 5.60 -1.07 -6.91  0.101
H 7.00 -0.02 -5.17  0.100
H 6.18 0.10 -2.84  0.103
H 3.96 -0.75 -2.28  0.074
N -1.41 2.17 2.44  0.009
C -1.10 3.01 3.45  -0.098
C 0.20 2.75 3.79  -0.063
C 0.60 1.72 2.94  -0.164
N -0.38 1.37 2.13  0.007
H -2.31 2.01 2.02  0.125
H -1.81 3.70 3.85  0.111
H 0.80 3.25 4.53  0.090
H 1.54 1.21 2.95  0.066